No. 1
{"formula": "C28H40F24NO7S2", "method": "ωB97M-V/def2-TZVPD", "symbols": ["C", "C", "C", "C", "C", "C", "C", "C", "C", "C", "C", "C", "C", "S", "O", "O", "N", "S", "O", "O", "H", "H", "H", "H", "H", "H", "H", "H", "H", "H", "H", "H", "H", "H", "H", "H", "H", "H", "H", "H", "H", "H", "H", "H", "H", "H", "H", "H", "C", "C", "C", "F", "F", "F", "F", "O", "C", "C", "F", "F", "F", "F", "H", "H", "H", "H", "C", "C", "C", "F", "F", "F", "F", "O", "C", "C", "F", "F", "F", "F", "H", "H", "H", "H", "C", "C", "C", "F", "F", "F", "F", "O", "C", "C", "F", "F", "F", "F", "H", "H", "H", "H"], "xyz": [[5.304, -1.393, 0.991], [5.069, -1.340, -0.519], [3.665, -0.870, -0.938], [3.082, 0.290, -0.124], [3.622, 1.664, -0.533], [3.183, 2.150, -1.919], [1.656, 2.222, -2.119], [1.133, 3.595, -2.613], [0.286, 4.352, -1.574], [-1.219, 4.069, -1.640], [-1.686, 2.793, -0.909], [-2.688, 3.074, 0.226], [-3.619, 1.897, 0.529], [-5.223, 2.001, -0.263], [-6.172, 1.354, 0.631], [-5.492, 3.400, -0.527], [-4.931, 1.153, -1.584], [-6.177, 0.572, -2.380], [-6.540, 1.371, -3.527], [-5.969, -0.845, -2.633], [4.425, -1.779, 1.502], [6.158, -2.022, 1.243], [5.499, -0.395, 1.394], [5.200, -2.354, -0.908], [5.847, -0.748, -1.007], [2.976, -1.717, -0.928], [3.725, -0.544, -1.981], [1.995, 0.281, -0.238], [3.267, 0.158, 0.944], [4.718, 1.653, -0.500], [3.300, 2.402, 0.211], [3.616, 3.138, -2.098], [3.626, 1.497, -2.678], [1.334, 1.440, -2.810], [1.162, 2.006, -1.169], [0.527, 3.440, -3.509], [1.984, 4.218, -2.897], [0.432, 5.426, -1.728], [0.671, 4.137, -0.571], [-1.535, 4.024, -2.685], [-1.740, 4.919, -1.193], [-2.153, 2.087, -1.602], [-0.833, 2.261, -0.474], [-2.124, 3.294, 1.138], [-3.274, 3.963, -0.004], [-3.157, 0.960, 0.218], [-3.840, 1.819, 1.594], [-7.213, 0.648, -1.520], [-6.285, -3.784, -1.987], [-6.773, -4.206, -0.600], [-5.964, -5.234, 0.203], [-5.719, -6.367, -0.487], [-6.665, -5.573, 1.313], [-8.073, -4.582, -0.652], [-6.706, -3.080, 0.165], [-6.766, -4.485, -3.134], [-6.254, -5.658, -3.573], [-7.198, -6.863, -3.387], [-7.717, -6.924, -2.147], [-6.502, -8.005, -3.612], [-5.026, -5.909, -3.082], [-6.117, -5.549, -4.922], [-6.681, -2.779, -2.121], [-5.201, -3.679, -2.015], [-5.015, -4.792, 0.513], [-8.012, -6.792, -4.110], [3.779, -6.169, 3.374], [4.339, -7.578, 3.142], [5.771, -7.739, 2.613], [5.986, -7.040, 1.484], [5.980, -9.048, 2.344], [3.481, -8.304, 2.400], [4.384, -8.142, 4.389], [3.061, -5.518, 2.345], [3.668, -4.820, 1.339], [3.567, -5.511, -0.034], [3.889, -6.816, 0.046], [4.425, -4.908, -0.884], [4.938, -4.502, 1.654], [2.981, -3.662, 1.210], [3.024, -6.324, 4.144], [4.543, -5.515, 3.797], [6.486, -7.420, 3.376], [2.548, -5.414, -0.412], [0.966, 8.317, 3.244], [-0.091, 7.589, 2.408], [-0.083, 6.055, 2.369], [1.131, 5.566, 2.038], [-0.969, 5.647, 1.443], [-0.111, 8.092, 1.158], [-1.281, 7.907, 3.001], [2.184, 8.709, 2.635], [3.247, 7.868, 2.494], [3.497, 7.424, 1.039], [2.366, 7.017, 0.438], [4.377, 6.399, 1.050], [3.177, 6.822, 3.334], [4.349, 8.580, 2.841], [0.491, 9.267, 3.483], [1.145, 7.796, 4.186], [-0.373, 5.652, 3.342], [3.920, 8.260, 0.478]], "atomic_forces_ev_per_a": [[0.049, 0.374, -0.073], [-0.019, -0.434, 0.005], [0.193, 0.277, -0.039], [-0.028, 0.104, -0.149], [-0.024, 0.095, 0.037], [-0.009, -0.163, -0.072], [-0.034, 0.225, 0.016], [-0.043, -0.305, 0.228], [0.062, 0.200, -0.304], [0.099, -0.160, 0.362], [-0.255, -0.155, 0.036], [0.262, -0.124, 0.111], [0.358, 0.174, 0.137], [0.162, -0.014, -0.181], [0.027, -0.080, -0.108], [0.027, -0.025, 0.054], [-0.493, -0.028, 0.214], [0.235, 0.016, -0.234], [0.005, -0.062, 0.052], [0.002, 0.058, -0.021], [0.024, -0.077, 0.069], [-0.004, -0.009, -0.031], [-0.019, -0.037, 0.018], [0.013, 0.061, -0.079], [-0.049, 0.140, 0.110], [0.027, -0.016, 0.158], [-0.116, -0.159, -0.030], [0.023, 0.043, 0.004], [-0.013, -0.142, -0.026], [-0.016, -0.023, 0.058], [-0.002, -0.017, -0.025], [0.030, -0.014, 0.079], [-0.018, 0.057, -0.016], [0.013, -0.043, 0.060], [0.031, -0.058, -0.040], [0.049, 0.151, -0.048], [-0.008, -0.034, -0.084], [-0.004, -0.030, -0.007], [-0.057, 0.039, 0.022], [0.020, 0.091, -0.004], [-0.021, -0.004, -0.065], [0.006, 0.130, -0.090], [0.012, 0.031, -0.085], [-0.041, 0.102, -0.038], [-0.135, -0.067, -0.001], [-0.171, -0.079, 0.003], [-0.117, 0.104, -0.031], [0.034, 0.009, 0.115], [0.205, 0.427, -0.243], [-0.237, -0.174, -0.196], [0.073, 0.102, 0.154], [-0.014, -0.048, -0.117], [0.008, 0.008, 0.006], [0.059, -0.067, -0.027], [0.016, 0.060, 0.037], [-0.445, -0.394, 0.426], [0.173, 0.278, -0.084], [-0.081, -0.018, -0.072], [0.052, 0.021, 0.042], [-0.016, -0.005, -0.017], [0.015, -0.061, 0.136], [0.077, -0.029, -0.095], [0.089, 0.028, -0.018], [0.011, -0.148, 0.091], [0.013, 0.004, -0.042], [-0.003, 0.013, 0.008], [-0.070, 0.392, 0.443], [-0.198, 0.020, -0.298], [0.082, -0.066, 0.128], [0.022, 0.070, 0.000], [0.020, -0.008, 0.012], [0.034, 0.038, -0.025], [0.017, -0.021, 0.085], [0.006, -0.553, -0.415], [-0.045, 0.133, 0.372], [-0.083, 0.013, -0.067], [-0.047, 0.009, -0.014], [-0.005, 0.006, -0.027], [0.034, -0.109, -0.091], [0.026, 0.013, -0.032], [0.027, 0.013, 0.022], [0.110, -0.095, -0.103], [-0.009, 0.037, -0.007], [0.005, -0.005, -0.002], [0.031, 0.236, 0.509], [0.203, 0.095, -0.254], [-0.118, -0.123, 0.046], [0.004, -0.051, 0.124], [-0.023, 0.012, -0.017], [0.020, -0.034, 0.017], [-0.060, 0.017, 0.052], [-0.191, -0.146, -0.564], [-0.004, 0.117, 0.222], [0.019, 0.050, -0.078], [0.097, 0.091, -0.062], [0.026, -0.004, -0.024], [-0.048, -0.128, -0.002], [0.063, -0.012, 0.050], [-0.001, -0.015, 0.032], [-0.018, -0.147, -0.102], [0.014, 0.032, 0.017], [-0.002, -0.001, 0.000]], "total_charge": -1, "total_energy_ev": -132398.752}

No. 2
{"formula": "C4H10N2O3", "method": "ωB97M-V/def2-TZVPD", "symbols": ["C", "C", "C", "O", "O", "H", "H", "H", "H", "H", "H", "C", "N", "N", "O", "H", "H", "H", "H"], "xyz": [[1.426, -0.456, 1.003], [1.463, 2.839, -0.500], [0.464, 1.949, -0.313], [1.393, 0.965, 1.139], [-0.447, 1.304, -0.688], [0.394, -0.803, 1.007], [1.901, -0.760, 0.066], [1.963, -0.886, 1.849], [1.856, 3.347, 0.368], [2.200, 1.508, 0.637], [1.422, 3.476, -1.368], [-1.903, -2.063, -0.335], [-2.056, -1.105, 0.644], [-1.222, -1.628, -1.445], [-2.230, -3.223, -0.172], [-1.059, -2.312, -2.162], [-2.696, -1.346, 1.382], [-1.951, -0.131, 0.410], [-0.918, -0.672, -1.522]], "atomic_forces_ev_per_a": [[0.211, 0.049, -0.240], [-0.535, 0.527, 0.556], [-0.173, -0.139, -1.799], [2.444, 2.096, -0.928], [0.428, 0.303, 0.670], [0.025, -0.002, 0.035], [-0.030, 0.022, 0.072], [-0.007, -0.014, -0.039], [0.286, -0.248, 0.215], [-2.344, -2.462, 1.734], [-0.275, -0.146, -0.265], [0.714, -0.054, 0.106], [-0.126, 0.079, -0.024], [-0.318, -0.061, 0.241], [-0.283, 0.015, -0.115], [0.044, 0.204, 0.015], [0.021, 0.025, -0.066], [-0.108, -0.038, 0.020], [0.023, -0.154, -0.190]], "total_charge": 0, "total_energy_ev": -13431.437}

No. 3
{"formula": "C7H23NO6", "method": "ωB97M-V/def2-TZVPD", "symbols": ["C", "C", "C", "C", "N", "C", "C", "C", "H", "H", "H", "H", "H", "H", "H", "H", "H", "H", "H", "H", "H", "O", "H", "H", "O", "H", "H", "O", "H", "H", "O", "H", "H", "O", "H", "H", "O"], "xyz": [[1.247, -2.066, 2.933], [0.338, -1.929, 1.707], [0.289, -0.530, 1.178], [-0.419, 0.504, 1.732], [-0.239, 1.613, 0.955], [0.576, 1.303, -0.102], [0.912, -0.026, -0.007], [1.833, -0.763, -0.927], [1.252, -3.086, 3.328], [2.293, -1.834, 2.714], [0.883, -1.403, 3.717], [-0.662, -2.249, 1.994], [0.666, -2.637, 0.946], [-1.040, 0.511, 2.609], [-0.626, 2.524, 1.109], [0.825, 2.025, -0.866], [1.895, -1.825, -0.664], [1.487, -0.742, -1.961], [2.857, -0.386, -0.882], [3.514, -0.012, 1.507], [2.632, 1.221, 1.492], [3.541, 0.934, 1.353], [0.609, 3.741, -4.326], [1.358, 2.869, -3.278], [0.697, 2.822, -4.002], [-1.630, -0.171, -2.599], [-0.881, -1.060, -1.579], [-1.709, -1.005, -2.067], [-0.717, 1.875, -3.671], [-1.830, 1.157, -4.453], [-1.530, 1.324, -3.555], [-3.799, -1.246, 2.633], [-2.905, -0.686, 1.509], [-2.877, -1.086, 2.406], [-2.666, 0.776, -0.012], [-2.887, -0.493, -0.801], [-3.284, 0.037, -0.069]], "atomic_forces_ev_per_a": [[0.008, -0.238, 0.000], [0.207, -0.231, 0.348], [-0.112, -0.204, -0.332], [0.066, 0.090, 0.236], [0.249, -0.043, -0.324], [-0.207, -0.065, -0.171], [0.145, 0.162, 0.154], [0.048, -0.540, -0.046], [-0.153, 0.014, -0.031], [-0.085, 0.223, -0.043], [0.168, 0.064, 0.097], [-0.159, 0.073, 0.017], [0.054, 0.096, -0.200], [-0.097, 0.048, 0.038], [-0.071, 0.083, 0.086], [-0.003, 0.013, 0.099], [-0.089, 0.091, 0.080], [0.115, 0.203, -0.082], [-0.117, 0.186, -0.115], [-0.080, -0.103, 0.008], [-0.128, -0.026, -0.166], [0.341, 0.148, 0.225], [0.067, 0.039, 0.125], [0.057, 0.193, -0.031], [-0.109, -0.238, -0.083], [0.102, -0.247, 0.119], [0.097, 0.063, 0.080], [-0.150, 0.225, -0.233], [0.010, 0.057, 0.060], [-0.008, 0.027, -0.035], [-0.068, -0.140, 0.018], [0.109, 0.028, -0.116], [-0.208, -0.151, 0.060], [-0.092, -0.062, 0.215], [-0.051, 0.091, -0.045], [-0.017, 0.130, 0.110], [0.161, -0.061, -0.124]], "total_charge": -1, "s2": 0.750, "multiplicity": 2, "total_energy_ev": -21407.823}

No. 4
{"formula": "C30H40N4O4S", "method": "ωB97M-V/def2-TZVPD", "symbols": ["C", "C", "C", "H", "H", "C", "N", "C", "C", "H", "H", "H", "H", "H", "C", "H", "C", "C", "N", "C", "O", "C", "C", "N", "C", "C", "C", "C", "C", "C", "C", "O", "H", "S", "O", "O", "N", "C", "C", "C", "C", "C", "C", "C", "C", "C", "H", "H", "H", "H", "H", "H", "H", "H", "H", "H", "H", "H", "C", "C", "H", "H", "H", "H", "H", "H", "H", "H", "H", "H", "H", "H", "H", "H", "H", "H", "H", "H", "H"], "xyz": [[-6.060, -0.225, -3.693], [-5.885, -1.614, -3.090], [-5.453, -1.582, -1.624], [-5.219, -2.600, -1.305], [-4.543, -0.986, -1.535], [-6.542, -1.012, -0.700], [-6.301, -1.135, 0.726], [-6.344, -2.504, 1.218], [-6.949, -2.565, 2.619], [-6.320, -2.057, 3.345], [-7.925, -2.086, 2.616], [-7.064, -3.601, 2.929], [-5.345, -2.970, 1.229], [-6.976, -3.089, 0.546], [-5.131, -0.419, 1.207], [-4.205, -0.773, 0.725], [-5.269, 1.095, 1.036], [-4.216, 1.858, 1.843], [-2.886, 1.624, 1.338], [-2.137, 2.585, 0.782], [-2.451, 3.765, 0.732], [-0.828, 2.114, 0.221], [0.008, 3.085, -0.234], [1.223, 2.880, -0.775], [1.674, 1.593, -0.951], [2.912, 1.310, -1.550], [3.372, 0.017, -1.624], [2.597, -1.028, -1.139], [1.348, -0.789, -0.631], [0.873, 0.520, -0.508], [-0.431, 0.726, 0.141], [-1.081, -0.225, 0.579], [0.719, -1.606, -0.311], [3.321, -2.665, -1.026], [2.286, -3.651, -1.057], [4.392, -2.739, -1.975], [4.020, -2.733, 0.484], [5.107, -1.813, 0.711], [4.606, -0.464, 1.151], [5.316, 0.692, 0.855], [4.825, 1.933, 1.212], [3.604, 2.027, 1.861], [2.899, 0.880, 2.166], [3.394, -0.376, 1.830], [2.595, -1.598, 2.197], [3.161, -2.912, 1.627], [3.752, -3.429, 2.392], [2.358, -3.575, 1.307], [1.568, -1.448, 1.860], [2.558, -1.673, 3.288], [1.948, 0.950, 2.676], [3.205, 2.993, 2.135], [5.389, 2.825, 0.982], [6.260, 0.611, 0.336], [5.768, -2.245, 1.475], [5.667, -1.743, -0.223], [4.329, -0.212, -2.064], [3.528, 2.100, -1.945], [1.996, 4.032, -1.201], [1.795, 4.323, -2.686], [2.381, 5.190, -2.975], [0.747, 4.529, -2.887], [2.100, 3.475, -3.294], [1.662, 4.891, -0.615], [3.050, 3.861, -0.973], [-0.325, 4.112, -0.146], [-2.543, 0.669, 1.284], [-4.395, 2.934, 1.775], [-4.261, 1.556, 2.895], [-6.262, 1.392, 1.377], [-5.166, 1.374, -0.013], [-5.046, -0.632, 2.275], [-7.487, -1.522, -0.909], [-6.690, 0.047, -0.915], [-6.823, -2.168, -3.179], [-5.128, -2.154, -3.664], [-6.878, 0.309, -3.215], [-5.150, 0.359, -3.572], [-6.280, -0.300, -4.756]], "atomic_forces_ev_per_a": [[-0.047, -0.241, 0.012], [0.179, 0.130, 0.091], [-0.328, -0.015, 0.029], [0.086, -0.003, 0.058], [0.121, -0.024, 0.032], [0.220, -0.026, -0.169], [0.001, -0.041, 0.091], [-0.122, 0.040, 0.240], [0.133, -0.081, -0.268], [0.049, 0.046, 0.124], [-0.103, 0.037, 0.015], [0.000, -0.113, 0.126], [-0.068, -0.039, -0.096], [0.076, -0.018, -0.044], [-0.213, 0.235, -0.056], [0.015, -0.029, 0.066], [0.262, -0.146, 0.248], [-0.307, 0.267, -0.134], [-0.099, -0.406, 0.101], [0.242, -0.119, 0.014], [-0.071, 0.330, -0.049], [-0.042, 0.033, -0.057], [-0.331, -0.131, 0.219], [-0.175, 0.012, 0.217], [-0.032, -0.727, 0.004], [0.042, -0.042, -0.047], [-0.061, 0.230, -0.148], [0.081, -0.693, -0.028], [-0.108, -0.003, -0.103], [0.189, -0.083, -0.169], [0.142, 0.228, -0.036], [0.017, -0.187, -0.011], [-0.105, -0.021, 0.111], [0.078, -0.096, -0.016], [-0.231, 0.203, 0.253], [0.076, 0.340, 0.075], [-0.221, -0.201, -0.964], [0.444, 0.182, -0.072], [0.036, 0.181, 0.226], [0.012, -0.053, 0.160], [0.123, 0.047, -0.009], [-0.019, 0.085, 0.057], [0.081, -0.020, -0.010], [0.103, 0.099, 0.090], [0.001, -0.105, 0.007], [-0.496, -0.152, 0.381], [-0.052, 0.009, -0.119], [0.027, -0.034, 0.266], [-0.025, -0.022, 0.069], [-0.070, -0.014, -0.044], [-0.143, 0.008, 0.061], [-0.036, 0.100, 0.040], [0.057, 0.088, -0.029], [0.126, 0.003, -0.107], [-0.050, -0.028, -0.139], [0.162, 0.079, 0.170], [0.154, 0.083, -0.057], [0.060, 0.102, -0.014], [0.192, 0.376, -0.445], [0.081, -0.032, 0.225], [0.057, 0.088, -0.074], [-0.088, 0.024, -0.040], [0.024, -0.058, -0.083], [0.080, -0.154, 0.036], [-0.104, 0.031, 0.082], [0.032, 0.045, -0.010], [0.168, 0.177, -0.078], [-0.001, -0.162, 0.117], [-0.042, 0.076, -0.042], [-0.067, -0.001, -0.015], [-0.047, 0.072, -0.060], [0.085, -0.002, 0.004], [-0.017, 0.067, -0.056], [-0.097, -0.017, -0.090], [0.002, -0.095, -0.031], [-0.078, -0.062, -0.019], [-0.071, 0.136, 0.009], [0.087, 0.116, 0.001], [-0.033, 0.090, -0.093]], "total_charge": 0, "total_energy_ev": -56746.200}